(1)
{"formula": "C3H9O3P", "method": "ωB97M-V/def2-TZVPD", "orbital_gap_ev": 8.9, "total_charge": 0, "e_lumo_ev": 0.62, "species": ["C", "C", "O", "C", "O", "P", "O", "H", "H", "H", "H", "H", "H", "H", "H", "H"], "coordinates": [[-1.14255, -1.58788, -0.08217], [0.16401, -0.67613, -0.05823], [0.64573, -0.70602, 1.25364], [-0.17974, 0.77161, -0.26182], [-1.24111, 1.25763, 0.42261], [1.47306, 1.53085, 0.49318], [2.19638, 2.86637, -0.25512], [-1.19939, -2.40634, -0.80276], [-1.24133, -1.93069, 0.96524], [-2.00275, -0.95122, -0.26708], [0.90455, -1.00452, -0.76555], [1.19852, -1.45945, 1.52242], [-0.18076, 0.91459, -1.46631], [-1.12150, 2.21385, 0.36482], [2.33384, 0.56731, -0.31987], [2.22406, 3.65666, 0.24677]]}

(2)
{"formula": "C3H9O3P", "method": "ωB97M-V/def2-TZVPD", "orbital_gap_ev": 10.8, "total_charge": 0, "e_lumo_ev": 0.69, "species": ["C", "C", "O", "C", "O", "O", "H", "H", "H", "H", "H", "H", "P", "H", "H", "H"], "coordinates": [[0.04683, 0.40281, 2.57930], [0.83932, 0.39435, 1.31085], [1.32284, 1.66177, 0.84269], [0.17273, -0.17081, 0.09500], [-0.43845, 0.42535, -0.78388], [0.33526, -1.47927, 0.11538], [0.18025, 1.31627, 3.24396], [-1.02751, 0.22053, 2.43481], [0.41186, -0.38556, 3.35440], [1.64570, -0.45409, 1.39833], [0.59903, 2.21650, 0.83672], [0.08614, -1.88917, -0.77566], [-1.18908, -1.05100, -3.31811], [-1.39450, -0.67162, -4.68484], [0.25925, -0.64930, -3.52831], [-1.84965, 0.11323, -3.12064]]}

It is (1) that is most stable; the runner-up trails by 0.051 eV.

(1)
{"formula": "C6H9N4S", "method": "ωB97M-V/def2-TZVPD", "orbital_gap_ev": 8.1, "total_charge": 1, "e_lumo_ev": -4.69, "species": ["C", "C", "C", "C", "C", "C", "N", "N", "N", "N", "S", "H", "H", "H", "H", "H", "H", "H", "H", "H"], "coordinates": [[2.00317, -1.92071, 0.46654], [0.41444, 2.05362, -0.27918], [-0.65838, 0.09195, -0.70764], [1.14715, -0.50462, -1.14734], [2.03554, 0.19845, -0.10325], [-3.31737, -0.09570, 0.41983], [2.40800, -0.74300, 0.90319], [-0.64800, 1.42749, -0.70474], [1.33079, -1.84060, -0.79291], [1.43566, 1.47654, 0.34580], [-1.77233, -0.97856, -0.00713], [2.15816, -2.84575, 0.94271], [0.28503, 3.11414, -0.34005], [1.26352, -0.30537, -2.20888], [2.97791, 0.51256, -0.52742], [-4.01636, -0.70096, 1.08705], [-3.90649, 0.14106, -0.43628], [-3.08822, 0.79092, 0.89524], [1.29161, -2.62592, -1.48844], [2.05891, 1.94767, 0.84393]]}

(2)
{"formula": "C6H9N4S", "method": "ωB97M-V/def2-TZVPD", "orbital_gap_ev": [7.1, 7.1], "total_charge": 1, "e_lumo_ev": [-5.88, -5.88], "species": ["C", "C", "C", "C", "C", "C", "N", "N", "N", "N", "S", "H", "H", "H", "H", "H", "H", "H", "H", "H"], "coordinates": [[-3.30376, -0.57127, 0.31733], [-3.23221, 0.73048, -0.10621], [-2.33105, -1.42052, 0.88410], [-1.00250, -1.27728, 1.18677], [-0.17682, 0.04282, 1.07528], [-0.78959, 1.26984, 0.65735], [-4.47575, -1.00502, 0.01495], [-4.24269, 1.37023, -0.61341], [-0.45066, 2.47443, 0.98303], [0.59001, -0.61662, -1.76430], [-5.41707, 0.22699, -0.57410], [-2.61148, -2.50534, 1.02940], [-0.33044, -2.09762, 1.50800], [0.24029, 0.10844, 2.07545], [0.49287, -0.33888, 0.27128], [0.33256, 2.63442, 1.69579], [-1.02424, 3.15730, 0.66408], [1.53937, -0.51560, -2.22531], [-0.18195, -0.17259, -2.14528], [0.24365, -1.65334, -1.70406]]}

It is (1) that is most stable; the runner-up trails by 3.557 eV.

(1)
{"formula": "C3H3N2OS", "method": "ωB97M-V/def2-TZVPD", "orbital_gap_ev": 8.5, "total_charge": 1, "e_lumo_ev": -5.62, "species": ["O", "C", "N", "C", "N", "C", "S", "H", "H", "H"], "coordinates": [[-1.71574, -2.52775, -0.68948], [-1.50496, -1.52135, -0.21142], [-1.19624, -0.41366, 0.28207], [-0.08477, 0.64698, -0.55746], [0.92247, 1.06095, 0.16174], [1.99319, 0.83637, 0.65702], [3.38482, 0.93683, 1.39255], [-1.29957, -0.32243, 1.23414], [-0.65322, 1.47451, -1.06873], [0.15401, -0.17047, -1.20043]]}

(2)
{"formula": "C3H3N2OS", "method": "ωB97M-V/def2-TZVPD", "orbital_gap_ev": [7.9, 7.9], "total_charge": 1, "e_lumo_ev": [-7.08, -7.08], "species": ["C", "C", "C", "N", "N", "O", "S", "H", "H", "H"], "coordinates": [[-2.01014, 1.31579, -0.14024], [-2.58110, -1.76575, 0.12057], [0.40281, 1.44449, 0.22218], [-1.51655, -2.25322, -0.12608], [-0.86366, 1.48044, 0.23351], [-3.60576, -1.21872, 0.14374], [-3.54778, 1.29780, -0.07631], [1.03532, 1.71953, 1.06105], [0.84464, 1.35677, -0.78397], [-1.09136, -3.09352, 0.23818]]}

It is (1) that is most stable; the runner-up trails by 0.275 eV.